# 1
# C57H68HfNO5S

A molecular structure, C57H68HfNO5S (ωB97M-V with the def2-TZVPD basis set, the Open Molecules 2025 dataset).

Its total charge is +1. The HOMO energy is -10.41 eV. The LUMO energy is -2.31 eV.

Geometry (Å):
Hf  -0.26  0.02  -0.09
C  -2.84  1.53  2.22
O  -2.07  1.30  1.04
C  -2.79  1.08  -0.14
C  -3.52  -0.10  -0.39
C  -3.65  -1.25  0.58
C  -2.59  -2.34  0.69
C  -2.92  -3.66  0.49
C  -2.08  -4.71  0.85
C  -0.89  -4.40  1.48
C  -0.50  -3.09  1.70
C  0.82  -2.82  2.41
C  1.00  -1.44  3.01
C  0.69  -1.22  4.34
C  0.86  0.02  4.95
C  1.34  1.06  4.17
C  1.65  0.89  2.83
C  2.11  2.08  2.03
C  0.90  2.94  1.71
C  0.46  3.93  2.59
C  -0.68  4.68  2.33
C  -1.36  4.42  1.14
C  -0.95  3.45  0.25
C  -1.70  3.22  -1.05
C  -2.68  2.07  -1.13
C  -3.47  1.98  -2.26
C  -4.34  0.91  -2.47
C  -4.28  -0.14  -1.55
C  -5.36  0.88  -3.59
C  -5.15  -0.36  -4.46
C  -6.75  0.84  -2.94
C  -5.28  2.12  -4.49
C  0.19  2.67  0.54
O  0.59  1.69  -0.29
C  -1.22  5.73  3.29
C  -1.22  7.09  2.60
C  -0.39  5.84  4.58
C  -2.66  5.36  3.69
C  1.48  -0.37  2.25
O  1.75  -0.54  0.87
C  3.05  -1.06  0.57
C  0.55  0.19  6.43
C  -0.91  -0.22  6.70
C  1.51  -0.70  7.23
C  0.72  1.64  6.91
C  -1.33  -2.05  1.27
O  -0.98  -0.78  1.46
C  -2.54  -6.15  0.63
C  -2.85  -6.39  -0.85
C  -3.81  -6.38  1.47
C  -1.49  -7.18  1.06
H  -3.84  1.89  1.97
H  -2.31  2.29  2.79
H  -2.91  0.62  2.82
H  -4.59  -1.77  0.34
H  -3.76  -0.84  1.59
H  -3.90  -3.89  0.08
H  -0.24  -5.18  1.84
H  1.63  -3.03  1.71
H  0.90  -3.55  3.22
H  0.31  -2.05  4.92
H  1.50  2.04  4.60
H  2.57  1.76  1.09
H  2.84  2.65  2.61
H  1.03  4.10  3.49
H  -2.24  5.00  0.90
H  -0.95  3.03  -1.83
H  -2.22  4.14  -1.31
H  -3.41  2.78  -2.98
H  -4.88  -1.02  -1.72
H  -5.22  -1.28  -3.87
H  -4.17  -0.33  -4.93
H  -5.90  -0.41  -5.24
H  -6.88  -0.05  -2.33
H  -7.53  0.84  -3.71
H  -6.90  1.71  -2.31
H  -4.30  2.20  -4.96
H  -5.50  3.03  -3.94
H  -6.02  2.03  -5.29
H  -0.21  7.36  2.29
H  -1.58  7.86  3.29
H  -1.86  7.10  1.73
H  0.63  6.14  4.37
H  -0.39  4.90  5.12
H  -0.83  6.59  5.22
H  -3.32  5.33  2.83
H  -3.05  6.10  4.39
H  -2.68  4.38  4.18
H  3.67  -1.08  1.47
H  3.52  -0.43  -0.18
H  2.96  -2.08  0.18
H  -1.08  -1.27  6.48
H  -1.59  0.38  6.10
H  -1.15  -0.05  7.75
H  1.39  -1.75  6.96
H  1.32  -0.59  8.29
H  2.54  -0.41  7.03
H  0.06  2.31  6.38
H  1.75  1.97  6.80
H  0.48  1.69  7.97
H  -3.60  -5.69  -1.22
H  -3.23  -7.39  -0.99
H  -1.95  -6.28  -1.45
H  -4.62  -5.73  1.14
H  -3.61  -6.18  2.52
H  -4.14  -7.41  1.37
H  -0.55  -7.03  0.53
H  -1.84  -8.18  0.83
H  -1.30  -7.13  2.13
C  0.58  -4.62  -1.59
S  -0.08  -2.96  -2.00
C  1.05  -2.69  -3.42
O  0.48  -2.07  -0.91
H  0.30  -5.30  -2.39
H  0.12  -4.93  -0.66
H  1.66  -4.58  -1.48
H  0.78  -3.39  -4.21
H  2.07  -2.84  -3.10
H  0.91  -1.68  -3.77
N  -1.82  -0.71  -10.06
C  -1.71  -0.58  -8.92
C  -1.55  -0.43  -7.53
C  -2.11  -1.39  -6.67
C  -1.93  -1.28  -5.31
C  -1.20  -0.21  -4.78
C  -0.65  0.75  -5.64
C  -0.82  0.64  -7.00
C  -1.02  -0.10  -3.37
C  -0.87  -0.04  -2.17
H  -2.68  -2.20  -7.09
H  -2.34  -2.02  -4.64
H  -0.09  1.57  -5.23
H  -0.40  1.37  -7.67

***

# 2
# C57H74N4O2

A molecular structure, C57H74N4O2 (ωB97M-V with the def2-TZVPD basis set, the Open Molecules 2025 dataset).

The HOMO energy is -5.39 eV. The LUMO energy is -0.39 eV.

Geometry (Å):
C  -4.16  -0.07  6.22
O  -2.78  -0.46  6.05
C  -2.35  -0.89  4.83
C  -3.17  -0.98  3.69
C  -2.60  -1.32  2.47
C  -1.24  -1.65  2.35
C  -0.71  -2.11  1.08
N  0.56  -1.73  0.64
C  1.50  -0.78  1.18
C  2.86  -1.15  1.34
C  3.46  -2.47  0.85
C  3.70  -3.42  2.01
C  4.73  -2.26  0.02
C  3.70  -0.31  2.08
C  3.26  0.93  2.53
C  1.97  1.37  2.20
C  1.11  0.55  1.47
C  -0.18  1.17  0.92
C  0.11  2.10  -0.26
C  -0.95  1.92  2.00
N  0.85  -2.31  -0.53
N  -0.26  -2.99  -0.88
C  -0.24  -3.59  -2.20
C  0.50  -4.77  -2.40
C  1.21  -5.43  -1.21
C  2.50  -6.14  -1.63
C  0.29  -6.35  -0.43
C  0.59  -5.31  -3.69
C  0.03  -4.64  -4.77
C  -0.57  -3.40  -4.58
C  -0.68  -2.85  -3.31
C  -1.20  -1.40  -3.18
C  -2.65  -1.25  -3.61
C  -0.30  -0.45  -3.98
C  -1.24  -2.91  0.10
C  -2.52  -3.62  -0.04
C  -0.42  -1.53  3.52
C  -0.98  -1.24  4.74
H  -4.24  0.19  7.27
H  -4.40  0.80  5.60
H  -4.84  -0.90  5.99
H  -4.24  -0.75  3.74
H  -3.21  -1.34  1.57
H  2.72  -2.93  0.17
H  2.78  -3.56  2.59
H  4.04  -4.40  1.66
H  4.47  -3.01  2.69
H  4.51  -1.60  -0.83
H  5.52  -1.81  0.62
H  5.08  -3.22  -0.38
H  4.72  -0.65  2.30
H  3.92  1.59  3.10
H  1.63  2.36  2.50
H  -0.81  0.34  0.57
H  0.66  1.58  -1.05
H  -0.83  2.48  -0.68
H  0.71  2.95  0.08
H  -1.05  1.33  2.91
H  -0.43  2.86  2.25
H  -1.96  2.17  1.64
H  1.50  -4.58  -0.57
H  3.12  -5.47  -2.24
H  3.08  -6.44  -0.75
H  2.28  -7.04  -2.22
H  -0.58  -5.81  -0.05
H  -0.07  -7.16  -1.07
H  0.82  -6.79  0.43
H  1.13  -6.25  -3.86
H  0.08  -5.08  -5.77
H  -0.94  -2.83  -5.44
H  -1.13  -1.13  -2.12
H  -3.30  -1.91  -3.02
H  -2.99  -0.22  -3.46
H  -2.78  -1.50  -4.67
H  0.74  -0.56  -3.65
H  -0.35  -0.67  -5.05
H  -0.61  0.59  -3.82
H  -2.34  -4.55  -0.61
H  -3.19  -3.02  -0.70
H  0.66  -1.70  3.43
H  -0.37  -1.22  5.65
C  1.20  -6.26  6.01
N  -0.22  -6.48  5.99
C  -0.76  -7.31  7.05
C  -1.02  -5.97  5.02
C  -2.44  -6.01  5.15
C  -3.25  -5.50  4.16
C  -2.73  -5.12  2.87
C  -3.54  -4.83  1.76
C  -4.85  -5.38  1.64
C  -5.91  -4.69  0.96
C  -7.21  -5.12  0.91
C  -8.36  -4.37  0.16
C  -8.82  -5.18  -1.06
C  -7.93  -3.00  -0.36
C  -9.59  -4.15  1.04
C  -7.54  -6.41  1.55
O  -8.67  -6.93  1.38
C  -6.50  -7.12  2.32
C  -6.89  -8.39  3.13
C  -8.09  -8.13  4.05
C  -5.75  -8.89  4.02
C  -7.28  -9.53  2.17
C  -5.21  -6.66  2.22
C  -1.30  -4.99  2.81
C  -0.47  -5.37  3.84
H  1.45  -5.22  5.72
H  1.55  -6.42  7.04
H  1.74  -6.95  5.34
H  -1.61  -7.91  6.70
H  0.03  -7.99  7.39
H  -1.09  -6.72  7.92
H  -2.89  -6.41  6.06
H  -4.31  -5.36  4.37
H  -3.13  -3.91  1.05
H  -5.65  -3.72  0.54
H  -9.23  -6.14  -0.74
H  -9.60  -4.62  -1.60
H  -7.99  -5.36  -1.75
H  -7.61  -2.34  0.46
H  -7.13  -3.07  -1.09
H  -8.80  -2.54  -0.85
H  -9.34  -3.57  1.93
H  -10.35  -3.60  0.47
H  -10.02  -5.11  1.35
H  -8.96  -7.86  3.45
H  -8.31  -9.04  4.62
H  -7.86  -7.32  4.74
H  -4.88  -9.23  3.44
H  -5.43  -8.11  4.72
H  -6.10  -9.75  4.61
H  -6.45  -9.77  1.50
H  -7.54  -10.43  2.74
H  -8.15  -9.22  1.58
H  -4.42  -7.27  2.65
H  -0.86  -4.56  1.91
H  0.61  -5.23  3.76

***

- Which formula does entry 1 have?
  C57H68HfNO5S